{"formula": "C24H36Br2F4NO4", "method": "ωB97M-V/def2-TZVPD", "homo_lumo_gap_ev": 8.4, "energy_ha": -6839.06843, "charge": 1, "symbols": ["C", "C", "C", "C", "C", "C", "C", "C", "C", "C", "C", "C", "O", "C", "F", "F", "F", "N", "C", "Br", "C", "C", "Br", "C", "C", "F", "C", "C", "H", "H", "H", "H", "H", "H", "H", "H", "H", "H", "H", "H", "H", "H", "H", "H", "H", "H", "H", "H", "H", "H", "H", "H", "H", "H", "H", "H", "C", "C", "O", "C", "O", "O", "C", "H", "H", "H", "H", "H", "H", "H", "H"], "xyz": [[-5.457, 0.578, -0.998], [-5.152, 1.765, -1.937], [-4.613, 1.349, -3.336], [-3.662, 0.130, -3.234], [-2.611, 0.109, -4.362], [-1.887, -1.235, -4.577], [-0.852, -1.664, -3.473], [-0.430, -0.555, -2.532], [0.347, 0.466, -3.072], [0.714, 1.533, -2.266], [0.303, 1.554, -0.966], [0.704, 2.770, -0.112], [1.162, 3.830, -0.930], [0.189, 4.707, -1.314], [-1.049, 4.183, -1.295], [0.443, 5.081, -2.578], [0.194, 5.817, -0.577], [-0.410, 0.540, -0.448], [-0.795, 0.684, 0.943], [-2.371, 1.772, 1.163], [-0.132, 0.159, 1.975], [1.129, -0.668, 1.790], [-0.797, 0.520, 3.729], [-0.785, -0.528, -1.206], [-1.585, -1.652, -0.566], [-2.740, -1.931, -1.284], [-0.808, -3.005, -0.424], [0.688, -2.987, -0.812], [-6.166, -0.145, -1.420], [-4.559, 0.087, -0.607], [-5.964, 0.990, -0.110], [-6.058, 2.377, -2.010], [-4.387, 2.379, -1.436], [-5.428, 1.159, -4.041], [-3.972, 2.187, -3.652], [-4.240, -0.801, -3.233], [-3.115, 0.262, -2.289], [-1.942, 0.968, -4.213], [-3.159, 0.313, -5.297], [-2.626, -2.038, -4.666], [-1.343, -1.177, -5.528], [0.060, -1.993, -3.994], [-1.194, -2.540, -2.921], [0.666, 0.444, -4.111], [1.297, 2.331, -2.712], [1.567, 2.439, 0.486], [-0.069, 3.057, 0.604], [1.642, -0.728, 2.753], [1.753, -0.181, 1.034], [0.818, -1.671, 1.485], [-1.940, -1.380, 0.436], [-0.986, -3.402, 0.581], [-1.294, -3.717, -1.104], [1.145, -3.882, -0.365], [1.250, -2.127, -0.445], [0.847, -3.100, -1.889], [6.931, -2.452, 5.282], [7.009, -0.946, 5.421], [5.881, -0.301, 4.804], [4.750, -0.338, 5.502], [4.591, -0.840, 6.581], [3.799, 0.273, 4.779], [2.502, 0.226, 5.374], [6.808, -2.733, 4.235], [7.836, -2.919, 5.671], [6.077, -2.853, 5.827], [7.890, -0.575, 4.901], [7.096, -0.643, 6.464], [2.519, 0.602, 6.395], [2.118, -0.794, 5.351], [1.849, 0.861, 4.780]]}